1.
2 unconnected molecules or ions with the total composition C2H7S3 in a non-equilibrium geometry. Source: the OMol25 dataset; level of theory: ωB97M-V/def2-TZVPD.

The geometry in ORCA input format:
```
! wB97M-V def2-TZVPD RIJCOSX def2/J DEFGRID3
* xyz -1 1
C 2.39888 1.54808 1.78410
S 2.12938 -0.27796 2.11040
H 3.48376 1.94867 1.68527
H 1.85710 1.87256 0.80685
H 1.86644 2.04772 2.64171
C -1.04311 -1.13745 0.15771
S -0.75275 0.21545 -0.95832
S -2.31859 -0.13213 -2.37423
H -0.64097 -2.13148 -0.12984
H -2.18090 -1.30304 0.29296
H -0.57058 -0.85463 1.10329
H 3.12186 -0.92920 1.50328
*
```

Total energy, hartree: -1274.97029
Relative energy (zero: lowest compared OMol25 entry of this formula, charge and spin), kJ/mol: 107.7
E_HOMO, Eh: -0.0767
LUMO level, eV: 2.9
Kohn-Sham gap, eV: 4.949

Table of natural (NBO) atomic charges, one value per atom, all in e: -0.7426 -0.0638 0.2179 0.2408 0.2229 -0.7775 -0.0386 -0.7766 0.1849 0.2140 0.1987 0.1199

---

2.
A single C5H10BrF2O2PS molecule in a non-equilibrium geometry. Source: the OMol25 dataset; level of theory: ωB97M-V/def2-TZVPD.

The geometry in ORCA input format:
```
! wB97M-V def2-TZVPD RIJCOSX def2/J DEFGRID3
* xyz 0 1
C -0.86182 0.55335 2.51802
C -1.21670 -0.88626 2.25599
O -1.11218 -1.09734 0.83632
P 0.26602 -0.98571 0.04713
S 1.91856 -1.48912 0.91316
O 0.23697 0.45838 -0.60657
C 1.35940 0.94841 -1.43127
C 1.11403 2.40807 -1.57043
C -0.49151 -2.14755 -1.62347
F 0.45408 -2.03538 -2.52452
F -0.68743 -3.45336 -1.33521
Br -2.20828 -1.46763 -2.20067
H 0.00000 0.63740 1.98923
H -1.71991 0.99194 2.20514
H -0.82565 0.74225 3.55445
H -2.37398 -1.18192 2.33610
H -0.48016 -1.46470 2.73577
H 2.17762 0.69859 -0.88363
H 1.54338 0.42645 -2.35232
H 0.16410 2.54888 -2.27920
H 0.78870 2.97745 -0.61250
H 1.95477 2.81781 -1.97150
*
```

Total energy, hartree: -3860.26569
Relative energy (zero: lowest compared OMol25 entry of this formula, charge and spin), kJ/mol: 57.3
E_HOMO, Eh: -0.3447
LUMO level, eV: 0.5
SMILES string: CCOP(=S)(OCC)C(F)(F)Br
Kohn-Sham gap, eV: 9.924

Table of natural (NBO) atomic charges, one value per atom, all in e: -0.6296 -0.0432 -0.8273 1.7244 -0.5453 -0.8414 -0.0620 -0.6160 0.4186 -0.3323 -0.3370 0.0097 0.2120 0.2144 0.2152 0.2051 0.1927 0.1930 0.1963 0.2130 0.2271 0.2127

---

3.
8 unconnected molecules or ions with the total composition C41H36Br3N7O12 in a non-equilibrium geometry. Source: the OMol25 dataset; level of theory: ωB97M-V/def2-TZVPD.

The geometry in ORCA input format:
```
! wB97M-V def2-TZVPD RIJCOSX def2/J DEFGRID3
* xyz 0 1
O -16.71932 19.24013 -0.49094
N -17.15184 18.66168 0.50763
O -16.64254 18.85308 1.57884
C -18.38596 17.91093 0.43077
C -19.20221 18.11958 -0.66367
C -20.34608 17.28195 -0.83562
C -20.65046 16.36901 0.15441
C -19.91383 16.31462 1.35863
C -18.76555 17.12946 1.52414
H -19.00016 18.84682 -1.43614
H -20.99904 17.48780 -1.67089
H -21.42303 15.65470 -0.08911
H -20.20940 15.67835 2.17974
H -18.24789 17.16870 2.47119
O -17.92798 12.27198 -6.53496
N -17.13922 12.93206 -5.88648
O -16.05531 13.31037 -6.32832
C -17.53389 13.28151 -4.48451
C -18.80481 12.96063 -3.94014
C -19.14337 13.44641 -2.68162
C -18.29428 14.21151 -1.88637
C -17.00639 14.52184 -2.45608
C -16.69083 14.10216 -3.74251
H -19.50513 12.39415 -4.53598
H -20.05757 13.14241 -2.19355
H -18.68269 14.66173 -0.98479
H -16.37444 15.20134 -1.90351
H -15.79053 14.37650 -4.27223
O -13.65230 16.76291 0.45891
N -13.84476 15.60842 0.04487
O -13.32308 15.27820 -0.99364
C -14.73444 14.67208 0.82361
C -15.12530 13.44672 0.27081
C -15.98431 12.57672 0.98254
C -16.43950 12.95016 2.21599
C -16.17400 14.22092 2.73115
C -15.25130 14.98280 2.10752
H -14.68698 13.16709 -0.67581
H -16.28586 11.57565 0.71178
H -17.16257 12.26933 2.64029
H -16.58273 14.75145 3.57843
H -14.91716 15.86718 2.62964
O -22.18890 11.42764 -1.50554
N -21.92669 10.78838 -2.50516
O -21.19760 11.15064 -3.40573
C -22.38059 9.33146 -2.65056
C -21.53244 8.35939 -3.17849
C -21.83236 7.02879 -3.04799
C -23.05006 6.64163 -2.48422
C -23.95420 7.61935 -2.02786
C -23.58107 8.95268 -2.06930
H -20.55033 8.61449 -3.54835
H -21.05718 6.37168 -3.41364
H -23.45173 5.64100 -2.54574
H -24.85248 7.33576 -1.49959
H -24.19832 9.74764 -1.67758
O -16.69975 10.52456 -8.81105
N -17.64696 10.47257 -9.59114
O -18.20602 9.45840 -9.87715
C -18.12209 11.76791 -10.23455
C -17.63512 12.95241 -9.73732
C -18.04989 14.17448 -10.32490
C -19.02194 14.12398 -11.32368
C -19.55546 12.89643 -11.80873
C -19.14201 11.72151 -11.19058
H -16.92807 12.95980 -8.92096
H -17.59012 15.11426 -10.05689
H -19.34704 15.00611 -11.85524
H -20.29894 12.88597 -12.59201
H -19.52144 10.82453 -11.65735
O -8.64901 15.20588 -3.26570
N -9.63273 15.88220 -3.30464
O -9.60386 16.83214 -2.55098
C -10.84923 15.58292 -4.17597
C -10.98735 14.41345 -4.87255
C -12.12288 14.13457 -5.57990
C -13.14290 15.03301 -5.55620
C -13.03874 16.22982 -4.89570
C -11.85678 16.55652 -4.19071
H -10.21257 13.66188 -4.90829
H -12.17054 13.21820 -6.14945
H -14.06475 14.72768 -6.02883
H -13.86361 16.92607 -4.93075
H -11.75263 17.51237 -3.69887
C -18.01186 7.31472 -4.76677
C -17.66842 8.08161 -3.61491
C -17.59484 9.39813 -4.12143
N -17.75691 9.39394 -5.48013
C -17.97154 8.11105 -5.87898
H -18.26343 6.27129 -4.88660
H -17.55893 7.75925 -2.58997
H -17.52776 10.35928 -3.63349
H -17.88116 10.19569 -6.08169
H -18.15829 7.91966 -6.92536
Br -14.08007 9.29526 -5.03936
C -13.84524 11.01689 -4.06272
Br -11.85137 11.33076 -3.70823
Br -14.96892 11.07684 -2.40609
H -14.14870 11.81631 -4.73869
*
```

Total energy, hartree: -10591.51281
Relative energy (zero: lowest compared OMol25 entry of this formula, charge and spin), kJ/mol: 267.5
E_HOMO, Eh: -0.2986
LUMO level, eV: -1.2
SMILES string: O=[N+]([O-])c1ccccc1.O=[N+]([O-])c1ccccc1.O=[N+]([O-])c1ccccc1.O=[N+]([O-])c1ccccc1.O=[N+]([O-])c1ccccc1.O=[N+]([O-])c1ccccc1.c1cc[nH]c1.BrC(Br)Br
Kohn-Sham gap, eV: 6.970

Table of Mulliken atomic charges, one value per atom, all in e: -0.6188 1.0714 -0.5824 -0.0781 -0.3566 -0.3715 -0.5779 -0.4972 -0.2297 0.4329 0.4051 0.4496 0.3992 0.5574 -0.6914 1.2059 -0.6327 -0.0777 -0.3876 -0.5900 -0.6405 -0.5567 -0.3160 0.5332 0.4102 0.6685 0.6268 0.3797 -0.5903 0.9984 -0.5176 -0.4254 0.2468 -0.2063 -0.6383 -0.3462 -0.4590 0.4356 0.3429 0.3410 0.4136 0.3768 -0.5702 0.8418 -0.4735 0.1369 0.1742 -0.5051 -0.4415 -0.5739 -0.3855 0.2307 0.4451 0.3549 0.3678 0.3835 -0.5652 1.0834 -0.6113 -0.0671 0.0957 -0.8492 -0.2365 -0.5320 -0.4271 0.5720 0.3933 0.3608 0.3941 0.3897 -0.6070 0.9730 -0.5887 -0.0082 -0.4987 -0.7457 -0.4366 -0.6421 -0.2267 0.6393 0.6572 0.5792 0.4515 0.4386 -0.6281 -1.1484 -0.1038 0.5843 -0.5656 0.4758 0.4439 0.4351 0.0300 0.5492 -0.0185 0.1914 -0.0551 0.0571 -0.1254

---

- Which of these has the highest E_HOMO?
  C2H7S3

---

Copy entry 2 word for word.
A single C5H10BrF2O2PS molecule in a non-equilibrium geometry. Source: the OMol25 dataset; level of theory: ωB97M-V/def2-TZVPD.

The geometry in ORCA input format:
```
! wB97M-V def2-TZVPD RIJCOSX def2/J DEFGRID3
* xyz 0 1
C -0.86182 0.55335 2.51802
C -1.21670 -0.88626 2.25599
O -1.11218 -1.09734 0.83632
P 0.26602 -0.98571 0.04713
S 1.91856 -1.48912 0.91316
O 0.23697 0.45838 -0.60657
C 1.35940 0.94841 -1.43127
C 1.11403 2.40807 -1.57043
C -0.49151 -2.14755 -1.62347
F 0.45408 -2.03538 -2.52452
F -0.68743 -3.45336 -1.33521
Br -2.20828 -1.46763 -2.20067
H 0.00000 0.63740 1.98923
H -1.71991 0.99194 2.20514
H -0.82565 0.74225 3.55445
H -2.37398 -1.18192 2.33610
H -0.48016 -1.46470 2.73577
H 2.17762 0.69859 -0.88363
H 1.54338 0.42645 -2.35232
H 0.16410 2.54888 -2.27920
H 0.78870 2.97745 -0.61250
H 1.95477 2.81781 -1.97150
*
```

Total energy, hartree: -3860.26569
Relative energy (zero: lowest compared OMol25 entry of this formula, charge and spin), kJ/mol: 57.3
E_HOMO, Eh: -0.3447
LUMO level, eV: 0.5
SMILES string: CCOP(=S)(OCC)C(F)(F)Br
Kohn-Sham gap, eV: 9.924

Table of natural (NBO) atomic charges, one value per atom, all in e: -0.6296 -0.0432 -0.8273 1.7244 -0.5453 -0.8414 -0.0620 -0.6160 0.4186 -0.3323 -0.3370 0.0097 0.2120 0.2144 0.2152 0.2051 0.1927 0.1930 0.1963 0.2130 0.2271 0.2127

---

- Which of these has the lowest total energy?
  C41H36Br3N7O12

---

- Which formula does entry 1 have?
  C2H7S3